No. 1
62
Properties=species:S:1:pos:R:3:forces:R:3:mulliken_spin:R:1 method="wB97M-V/def2-TZVPD" orbital_gap_ev="7.069 / 5.956" spin_multiplicity=6 total_energy_ev=-109335.6883 e_above_lowest_kj_mol=5.4 charge=+2 largest_force_ev_per_a=0.6
Ir -0.19280 0.07698 -0.10055 -0.29 -0.33 0.41 2.017
Cl 1.64602 -0.51402 -3.86613 0.00 0.04 0.01 0.021
Cl 2.24550 3.70842 -0.51713 0.02 -0.02 -0.06 0.035
S 0.26326 2.05154 1.55130 -0.08 -0.07 -0.09 0.150
S -0.42828 -1.95526 -1.64849 0.01 0.09 -0.06 0.161
S -2.77306 -0.25566 0.05670 -0.10 0.08 0.01 0.151
S 2.04746 -1.15417 0.57902 0.08 0.08 -0.06 0.183
S -0.65803 -1.09050 2.38955 -0.01 0.01 0.05 0.177
O -1.42270 1.23641 -2.06151 0.02 0.00 -0.05 0.102
N -0.79761 2.90534 3.78819 0.06 -0.03 0.05 0.012
N 1.27068 1.02203 -1.36384 0.30 0.27 -0.24 1.357
C 1.84861 -2.07230 2.12933 -0.02 -0.08 0.03 0.005
C -3.05905 -1.65374 -1.05882 -0.01 -0.04 -0.04 0.010
C -1.06199 2.53324 2.50768 -0.07 0.11 0.02 -0.009
C 0.82376 -3.13630 -1.07116 -0.02 -0.06 0.05 0.001
C 3.73919 2.86611 -4.10409 0.02 0.04 0.01 0.221
C 2.60864 2.92142 -1.99221 0.09 0.14 -0.03 0.206
C -1.95732 3.28588 -3.27108 -0.01 0.07 0.00 0.004
C -1.70485 3.40704 4.65759 -0.03 -0.01 -0.02 -0.001
C 3.19147 1.61582 -4.39878 -0.08 -0.05 0.05 -0.071
C 3.44324 3.51624 -2.90862 -0.07 -0.09 0.04 -0.081
C 0.43245 -2.52881 2.45275 0.04 -0.02 -0.06 -0.001
C -2.29042 -1.87172 2.33899 -0.02 0.00 -0.06 -0.004
C -2.40230 2.68570 2.10214 0.11 -0.04 0.02 0.011
C -3.00507 3.54852 4.27812 0.06 -0.01 -0.01 0.006
C -3.34641 3.17872 2.96629 -0.04 0.02 0.06 -0.003
C 2.35786 1.01281 -3.49515 0.11 -0.02 -0.19 0.201
C -3.27367 -0.92394 1.66507 0.01 -0.03 0.04 0.000
C -1.72714 2.64562 -1.92463 0.05 -0.05 0.05 0.007
C 2.12634 -2.44898 -0.68318 0.03 -0.04 -0.09 0.009
C -1.96470 -2.71290 -1.07697 -0.07 -0.02 0.02 -0.002
C 2.03367 1.62623 -2.23812 -0.05 -0.11 0.18 0.070
H 3.86630 4.48486 -2.68499 0.01 0.02 0.00 0.004
H 0.16579 2.81161 4.08835 -0.01 0.00 -0.02 0.000
H 3.41400 1.11953 -5.33259 0.01 0.00 -0.01 0.006
H -0.85812 1.14061 -2.84056 -0.01 -0.11 0.04 -0.016
H -3.42945 -0.04537 2.28987 0.01 0.09 0.01 0.000
H -4.24720 -1.40012 1.54135 0.02 -0.01 -0.01 0.005
H -2.64827 2.45697 1.07929 -0.05 -0.08 -0.12 0.009
H 2.84988 -3.19638 -0.35430 0.00 0.01 0.03 0.003
H -2.75070 2.77790 -3.81717 -0.02 -0.02 -0.01 0.000
H 0.40620 -2.96807 3.45092 0.00 0.04 0.00 0.009
H 2.53070 -2.92319 2.10063 -0.02 0.00 -0.01 0.006
H 0.40568 -3.70485 -0.24216 0.00 0.02 0.01 0.003
H -3.73178 3.94962 4.96665 -0.02 0.00 0.00 0.000
H 1.02624 -3.84048 -1.87900 -0.01 0.03 -0.01 0.003
H -2.22699 -2.82669 1.82060 0.03 0.02 0.00 0.000
H -4.01950 -2.09758 -0.79440 0.02 0.00 0.02 0.003
H -1.04811 3.27331 -3.87594 0.03 -0.03 -0.01 0.001
H -4.36648 3.30406 2.62666 -0.01 0.01 -0.01 0.000
H -1.80467 -3.14561 -0.09134 0.01 -0.01 -0.02 0.001
H -2.62252 -2.07202 3.35810 0.01 0.01 0.00 0.008
H 2.56357 -1.95191 -1.55172 -0.03 0.01 0.05 -0.002
H 0.07575 -3.27513 1.74400 0.00 0.01 0.01 0.000
H -1.32507 3.67365 5.63289 -0.03 0.01 0.01 0.000
H 4.40146 3.33685 -4.81669 0.00 0.01 -0.01 0.012
H -2.24619 4.32900 -3.14619 0.00 0.02 0.01 0.001
H 2.21688 -1.39904 2.90434 -0.01 0.05 -0.03 -0.001
H -0.91002 3.12438 -1.37646 -0.04 0.03 -0.01 -0.007
H -2.62836 2.68109 -1.31315 0.00 0.02 0.02 0.004
H -2.24915 -3.51245 -1.76203 0.03 0.03 -0.02 0.002
H -3.17566 -1.20572 -2.04678 0.03 0.02 0.01 -0.002


No. 2
7
Properties=species:S:1:pos:R:3:forces:R:3:mulliken_charge:R:1 method="wB97M-V/def2-TZVPD" orbital_gap_ev="8.142 / 7.049" total_energy_ev=-39456.5458 e_above_lowest_kj_mol=280.4 charge=0 largest_force_ev_per_a=2.7
Cl 2.76112 -3.54955 1.71675 -1.60 0.02 -0.77 -0.094
Cl 1.19029 -1.82170 -0.14620 0.14 -1.29 0.86 -0.097
S -0.32706 0.73779 1.05359 -2.06 -1.07 0.65 -0.191
N -0.83946 -4.64608 0.97232 -0.41 -0.45 -0.22 -0.305
C 1.26754 -3.28061 0.84273 1.90 1.85 -0.65 0.227
C 0.15690 -4.07874 0.83411 -0.04 -0.16 0.77 0.285
H -1.56954 0.04722 1.41887 2.06 1.11 -0.63 0.176


No. 3
47
Properties=species:S:1:pos:R:3:forces:R:3:mulliken_charge:R:1 method="wB97M-V/def2-TZVPD" orbital_gap_ev=9.033 total_energy_ev=-34908.5818 e_above_lowest_kj_mol=1568.3 charge=0 largest_force_ev_per_a=15.0
S 1.01965 -1.83040 -0.24365 -0.42 -7.84 -1.81 1.059
O 1.65419 -1.67051 -1.65233 -1.57 0.31 5.05 -0.660
O 0.56008 -3.30784 0.14792 1.27 4.94 -1.71 -0.774
N 1.95310 1.49542 -0.07288 9.20 -7.64 -9.08 0.990
N 1.96318 -1.56502 1.07310 0.78 7.29 -5.88 -0.149
C -2.05206 0.90513 -0.96081 2.88 -6.04 1.44 -0.893
C 0.77915 2.05826 1.58283 -0.74 -9.36 1.87 -0.772
C -2.83895 0.48543 0.20890 4.16 -0.05 -1.73 0.979
C -1.26427 -1.05765 0.87755 -2.50 -3.23 9.88 -0.220
C -5.01795 0.74590 -0.58460 -9.64 -3.89 -5.48 -0.253
C -5.50770 -0.64553 -0.04199 2.95 -1.92 -5.81 -1.224
C 2.04169 1.57810 -2.51065 0.55 0.30 -6.96 -0.870
C 3.21188 -0.49763 0.69210 -3.93 -1.17 13.38 -2.202
C -4.03109 1.18052 0.13320 1.31 7.45 11.02 -1.319
C 2.85698 1.88278 -1.32857 -3.38 -7.33 0.33 -1.060
C 2.79603 0.90006 0.81276 1.73 0.96 6.03 0.117
C -2.48775 -0.45726 1.31032 1.59 2.25 -4.29 -0.944
C 1.22441 2.40297 0.32741 -6.43 10.95 -2.08 -0.354
C -0.52379 -0.89572 -0.22916 3.27 -3.82 4.13 0.400
C -0.79931 -0.08742 -1.13938 -3.81 7.73 -7.65 0.323
C 2.01167 1.13932 2.13987 1.47 6.84 1.05 -0.813
H -4.48011 1.32886 1.35711 1.05 -0.67 -2.68 0.300
H 3.87179 -0.84798 1.56484 -0.14 0.94 -2.11 0.390
H -6.00976 -0.56984 0.83259 -0.92 0.19 3.09 0.386
H 3.10020 2.79040 -1.20994 1.63 7.15 0.89 0.707
H -0.85362 -1.86655 1.90940 -0.76 2.40 -3.78 0.049
H -4.67858 0.81037 -1.64687 -0.66 -0.92 0.23 0.312
H 0.36981 2.57254 -0.59216 1.73 0.28 2.74 -0.012
H 1.95124 0.49312 -2.77049 -1.03 0.71 1.34 0.201
H 2.64676 2.15159 2.82939 -1.46 -3.65 -1.61 0.250
H -4.62476 -1.42811 -0.15279 -1.68 1.57 1.13 0.248
H 3.32425 -0.67096 -0.17412 2.97 -3.25 -11.54 1.063
H 2.73315 1.62923 -3.53458 -0.88 0.76 2.32 0.373
H -3.14662 -0.37327 2.26711 1.69 -0.91 -1.88 0.260
H -6.20236 -1.10231 -0.76228 -0.17 0.32 0.12 0.383
H 1.76219 0.31069 2.74350 -0.24 -0.63 0.65 0.469
H 0.39759 2.73243 2.15023 -1.78 4.54 3.85 0.946
H -2.39314 1.49704 -1.85454 0.26 -0.52 1.49 0.351
H 1.71430 3.43303 0.60388 -0.01 -0.57 -1.34 0.268
H -3.93124 2.24717 -0.00515 0.85 0.51 -0.46 0.234
H -0.00355 1.26060 1.54962 -0.02 0.56 -0.39 -0.434
H -0.19344 -0.13826 -2.11671 -0.90 0.65 1.72 0.398
H 1.18495 2.28036 -2.95300 1.46 -1.68 1.83 0.259
H -5.99020 1.37572 -0.55813 1.73 -0.48 -0.01 0.289
H 2.05305 -2.24973 1.70022 0.39 -3.54 2.47 0.228
H 3.81596 1.43746 0.96140 -1.15 -0.31 -0.49 0.293
H 3.80170 1.31399 -1.42958 -0.69 -0.17 0.69 0.430